(1)
104
Properties=species:S:1:pos:R:3:forces:R:3:mulliken_charge:R:1 method="wB97M-V/def2-TZVPD" multiplicity=5 orbital_gap_ev="7.4632 / 6.1456" charge=+3 e_lumo_ev="-7.2 / -8.8"
Ir -0.277 0.613 2.039 -0.08 0.05 -0.36 4.086
F -4.762 -0.074 -3.063 -0.01 0.00 0.00 -0.332
C -3.535 0.453 -3.173 -0.02 0.05 -0.01 0.451
C -2.746 0.487 -2.062 0.01 -0.04 0.05 -0.366
C -1.481 1.087 -2.115 0.00 0.04 -0.08 1.201
C -0.651 1.175 -0.932 -0.05 -0.06 0.20 1.169
O -1.116 0.642 0.148 -0.18 0.04 -0.27 -1.771
C 0.571 1.848 -1.048 0.04 0.03 -0.12 -0.085
C 0.933 2.349 -2.288 -0.03 -0.01 0.05 -0.450
N 0.203 2.236 -3.391 -0.02 -0.05 -0.05 0.307
C 0.708 2.784 -4.647 -0.04 -0.01 0.03 -0.361
C 1.087 1.829 -5.741 0.01 -0.01 -0.05 -0.428
C 2.148 2.573 -4.990 0.04 0.01 0.02 -0.989
C -1.049 1.630 -3.333 0.05 0.08 -0.01 -0.263
C -1.868 1.563 -4.467 0.02 -0.06 -0.04 -1.235
C -3.120 0.980 -4.415 0.04 -0.04 0.00 -1.132
N -3.915 0.946 -5.590 0.00 0.07 -0.04 0.309
C -4.976 -0.055 -5.707 0.04 -0.03 -0.02 -0.611
C -5.317 -0.252 -7.201 0.00 -0.02 0.00 -0.836
N -4.549 0.742 -8.018 -0.03 0.02 0.04 -0.161
C -4.821 2.137 -7.543 0.01 0.00 0.00 -0.656
C -4.361 2.257 -6.075 -0.03 -0.02 0.04 -0.518
C 1.583 2.089 0.047 -0.04 -0.08 0.25 0.078
O 2.534 2.801 -0.177 -0.01 0.00 -0.06 -0.688
O 1.398 1.479 1.191 0.29 0.21 -0.29 -0.959
H -3.116 0.076 -1.133 0.00 0.01 0.00 0.579
H 1.878 2.869 -2.375 0.01 -0.01 0.00 0.937
H 0.246 3.727 -4.908 -0.01 0.00 0.01 0.475
H 0.870 2.121 -6.759 0.00 0.01 0.01 0.332
H 0.985 0.772 -5.535 0.01 0.01 0.02 0.230
H 2.663 3.389 -5.477 -0.02 0.00 0.00 0.271
H 2.760 2.004 -4.304 -0.01 -0.01 -0.01 0.338
H -1.507 1.953 -5.407 -0.02 0.00 0.00 0.684
H -5.878 0.224 -5.158 -0.01 0.03 -0.02 0.496
H -4.618 -0.998 -5.303 -0.02 0.00 0.03 0.430
H -6.370 -0.074 -7.407 -0.01 -0.02 0.00 0.341
H -5.057 -1.246 -7.559 0.03 0.00 -0.01 0.386
H -4.782 0.647 -9.007 -0.02 0.00 -0.02 0.319
H -3.552 0.548 -7.908 0.02 -0.01 -0.01 0.368
H -5.889 2.300 -7.659 -0.01 0.00 0.00 0.343
H -4.293 2.826 -8.198 0.01 0.00 0.00 0.391
H -5.183 2.647 -5.465 -0.01 0.00 -0.01 0.351
H -3.537 2.961 -6.007 0.01 0.00 0.02 0.367
Br -1.741 6.633 5.026 -0.03 0.09 0.05 -0.059
C -1.255 5.033 4.215 0.00 -0.06 0.00 -0.168
C -0.677 5.029 2.954 0.02 -0.01 -0.03 -0.784
C -0.342 3.815 2.390 0.02 -0.03 0.02 -0.205
N -0.555 2.655 3.017 -0.01 -0.02 0.19 -0.146
C -1.093 2.658 4.246 -0.01 -0.01 -0.01 0.695
C -1.468 3.827 4.876 0.04 0.03 0.01 -0.695
C -1.261 1.318 4.860 -0.05 0.00 -0.03 0.468
C -1.440 1.125 6.215 -0.03 0.00 0.00 -0.676
C -1.596 -0.172 6.692 0.02 0.03 -0.09 -0.264
Br -1.825 -0.474 8.509 -0.02 -0.02 0.12 -0.062
C -1.568 -1.237 5.798 -0.03 -0.01 -0.01 -0.663
C -1.357 -0.965 4.466 -0.01 0.05 -0.02 -0.403
N -1.204 0.285 4.002 0.05 -0.06 0.21 -0.075
H -0.484 5.950 2.423 0.00 0.00 0.00 0.492
H 0.127 3.762 1.417 0.00 0.02 0.01 0.436
H -1.928 3.816 5.853 0.00 0.01 -0.01 0.481
H -1.436 1.960 6.901 -0.02 -0.01 0.00 0.445
H -1.700 -2.255 6.135 0.01 0.00 0.00 0.561
H -1.301 -1.759 3.732 0.02 0.02 0.00 0.649
O 0.589 -1.254 1.838 0.14 -0.16 0.27 -1.205
P 1.859 -2.102 2.090 0.12 -0.11 0.11 -1.331
N 2.760 -1.349 3.217 0.03 0.19 -0.07 0.953
C 2.551 -0.020 3.817 0.06 0.02 0.00 0.330
C 3.530 -0.019 4.984 0.03 -0.03 -0.02 -0.749
C 4.735 -0.756 4.401 -0.01 0.00 0.02 -0.921
C 4.108 -1.869 3.559 -0.01 -0.03 0.01 -0.237
N 2.590 -2.342 0.659 0.01 -0.09 -0.14 0.602
C 2.808 -1.204 -0.263 -0.01 0.03 0.03 -0.083
C 3.798 -1.747 -1.292 0.02 -0.02 0.03 -0.671
C 4.608 -2.767 -0.492 0.01 -0.01 -0.03 -0.864
C 3.544 -3.442 0.362 -0.04 0.04 -0.01 -0.584
N 1.568 -3.599 2.665 -0.31 0.00 -0.03 0.281
C 1.242 -3.811 4.100 0.07 0.01 -0.06 -0.336
C -0.027 -4.653 4.075 0.06 -0.02 0.00 -0.535
C 0.187 -5.531 2.845 -0.01 0.01 -0.01 -0.829
C 0.806 -4.573 1.830 0.07 0.02 0.04 -0.397
H 1.517 0.096 4.151 -0.07 -0.03 0.04 -0.383
H 2.784 0.782 3.111 -0.04 -0.05 0.01 0.033
H 3.115 -0.578 5.825 -0.01 0.01 0.00 0.339
H 3.770 0.988 5.319 0.00 -0.01 0.01 0.418
H 5.401 -1.154 5.163 0.02 0.02 -0.01 0.435
H 5.312 -0.081 3.767 0.00 -0.01 -0.01 0.324
H 4.019 -2.801 4.121 -0.02 0.01 0.01 0.316
H 4.692 -2.070 2.658 -0.01 -0.01 -0.01 0.133
H 3.237 -0.350 0.271 -0.02 -0.01 0.02 0.260
H 1.863 -0.888 -0.710 -0.01 0.00 0.01 -0.237
H 4.412 -0.956 -1.718 0.00 -0.01 -0.02 0.409
H 3.268 -2.250 -2.103 -0.01 0.01 0.01 0.337
H 5.341 -2.258 0.137 -0.01 -0.01 0.01 0.261
H 5.136 -3.480 -1.121 0.03 0.01 0.01 0.439
H 3.931 -3.888 1.275 0.01 0.01 0.02 0.407
H 3.041 -4.226 -0.209 -0.03 0.02 -0.01 0.436
H 1.130 -2.860 4.620 0.00 0.00 0.01 0.174
H 2.055 -4.361 4.578 0.01 0.01 0.01 0.331
H -0.909 -4.020 3.936 0.00 -0.01 0.00 0.054
H -0.156 -5.227 4.991 -0.03 0.01 0.00 0.442
H -0.729 -5.982 2.469 0.01 -0.02 0.01 0.416
H 0.887 -6.333 3.082 0.00 -0.01 -0.01 0.336
H 0.030 -4.056 1.257 0.01 0.02 0.00 0.341
H 1.465 -5.082 1.130 0.02 -0.01 0.00 0.128

=====

(2)
101
Properties=species:S:1:pos:R:3:forces:R:3:mulliken_charge:R:1 method="wB97M-V/def2-TZVPD" orbital_gap_ev="3.5610 / 2.6459" charge=-2 e_lumo_ev="3.4 / 3.4"
Ca -0.292 -0.163 0.090 0.04 1.46 -0.48 2.639
N -1.729 -3.417 -1.059 -0.42 -0.19 -0.40 0.252
C -2.441 -2.979 0.036 0.30 0.58 0.69 0.297
C -3.692 -3.554 0.266 -0.48 -0.06 0.19 -0.963
C -4.419 -3.181 1.384 0.90 0.46 0.09 -0.657
C -3.846 -2.241 2.253 -0.64 -0.67 -0.22 -1.071
C -2.627 -1.704 1.919 0.25 -0.01 0.20 -0.203
N -1.915 -2.041 0.842 -0.48 -0.50 -0.57 0.676
C -0.389 -3.305 -1.352 0.81 0.32 0.25 0.057
C 0.136 -4.210 -2.282 0.17 -0.17 -0.18 -0.883
C 1.490 -4.196 -2.548 -0.04 0.67 0.60 -0.755
C 2.285 -3.258 -1.873 -0.10 -0.58 -0.47 -0.921
C 1.670 -2.386 -1.006 0.31 0.00 0.09 -0.309
N 0.368 -2.385 -0.737 -0.82 -0.81 -0.70 0.861
H -2.202 -4.134 -1.592 0.12 0.22 0.13 0.230
H -4.080 -4.288 -0.430 0.00 -0.01 -0.01 0.425
H -5.385 -3.616 1.587 -0.10 -0.03 0.00 0.413
H -4.358 -1.935 3.152 0.01 0.14 0.01 0.490
H -2.169 -0.951 2.544 -0.05 0.11 0.02 -0.036
H -0.520 -4.923 -2.772 0.02 0.03 0.06 0.401
H 1.924 -4.902 -3.238 0.03 -0.02 -0.10 0.411
H 3.350 -3.219 -2.041 0.05 0.10 0.04 0.485
H 2.235 -1.648 -0.456 0.26 0.11 -0.02 0.276
C 3.608 0.357 -1.924 -0.18 -0.04 -0.04 -0.856
C 2.470 0.149 -2.888 0.58 0.16 -0.29 0.641
C 2.736 -0.115 -4.226 0.08 -0.09 -0.11 -0.972
C 1.648 -0.295 -5.081 0.14 0.04 0.00 -0.660
C 0.381 -0.132 -4.598 -0.05 -0.15 -0.02 -0.639
C 0.175 0.196 -3.223 -0.28 0.12 -0.35 -0.573
N 1.247 0.264 -2.399 -0.03 -0.21 0.65 0.712
N -1.009 0.463 -2.690 -0.43 -0.34 0.58 0.208
Si -2.339 1.135 -3.488 -1.01 0.93 -0.45 -0.164
C -3.550 -0.023 -4.457 0.53 0.12 0.35 -1.203
C -1.871 2.465 -4.814 0.14 -0.57 0.43 -1.208
C -3.458 2.068 -2.260 0.39 -0.36 -0.44 -0.677
H 4.388 0.970 -2.379 0.01 -0.01 0.01 0.574
H 4.049 -0.602 -1.647 0.08 -0.01 0.09 0.020
H 3.233 0.850 -1.027 0.04 -0.01 0.02 -0.209
H 3.751 -0.184 -4.597 0.02 0.01 0.11 0.433
H 1.815 -0.551 -6.125 -0.05 0.04 0.02 0.371
H -0.483 -0.263 -5.232 -0.10 -0.01 -0.08 0.475
H -3.152 -0.328 -5.423 0.14 -0.06 -0.16 0.319
H -4.502 0.475 -4.639 -0.09 0.19 0.03 0.325
H -3.759 -0.925 -3.888 -0.06 -0.22 0.15 0.252
H -1.347 2.035 -5.664 0.12 -0.10 -0.16 0.351
H -1.207 3.201 -4.370 0.14 0.18 0.12 0.326
H -2.743 2.991 -5.198 -0.24 -0.01 0.06 0.375
H -4.208 1.421 -1.817 -0.10 -0.15 0.16 0.260
H -3.995 2.879 -2.745 -0.08 0.14 -0.29 0.492
H -2.874 2.499 -1.455 0.14 0.05 0.19 -0.079
N -6.601 3.731 2.830 0.04 -0.06 -0.01 -0.788
C -5.667 3.176 2.404 -0.73 0.41 0.37 0.059
C -4.564 2.523 1.893 0.50 -0.28 -0.20 0.011
C -3.247 3.077 1.952 0.08 0.06 -0.07 -0.891
C -2.209 2.413 1.367 0.13 0.73 0.37 -0.696
N -2.309 1.234 0.712 0.57 -0.81 -0.22 1.275
C -3.558 0.715 0.642 -0.63 0.14 0.14 -1.230
C -4.667 1.276 1.208 -0.01 -0.26 -0.20 -0.982
H -3.097 4.031 2.443 0.16 -0.06 -0.05 0.502
H -1.215 2.841 1.391 0.06 0.08 0.08 0.296
H -3.650 -0.196 0.060 -0.13 -0.08 0.00 0.711
H -5.637 0.800 1.124 0.04 -0.08 -0.12 0.429
N 3.157 5.671 3.389 0.17 0.16 0.25 -0.806
C 2.586 5.095 2.554 0.30 0.03 0.36 0.292
C 1.903 4.456 1.535 0.12 -0.51 0.04 0.067
C 1.158 5.202 0.571 -0.50 0.53 -0.60 -0.940
C 0.514 4.520 -0.429 0.09 0.06 0.16 -0.641
C 0.593 3.126 -0.490 -0.69 0.58 -1.09 -0.674
N 1.277 2.408 0.423 0.48 -1.03 0.93 0.431
C 1.898 3.048 1.382 0.04 -0.19 -0.03 -0.333
H 1.121 6.281 0.653 -0.07 0.01 -0.07 0.380
H -0.070 5.056 -1.166 -0.04 0.01 -0.08 0.442
H 0.104 2.560 -1.269 -0.10 0.01 -0.18 0.278
H 2.449 2.438 2.092 0.03 -0.06 0.13 0.409
C 6.612 -0.674 0.570 -0.40 0.04 0.26 -1.214
Te 4.698 -0.544 1.604 0.71 -0.56 -0.15 0.415
C 4.942 -2.567 2.315 0.00 0.37 0.01 -1.115
H 6.614 -1.560 -0.052 -0.10 -0.17 -0.15 0.328
H 7.445 -0.728 1.260 0.05 0.05 0.22 0.378
H 6.728 0.197 -0.060 -0.03 0.23 -0.13 0.333
H 5.622 -2.609 3.158 0.10 0.08 0.12 0.393
H 5.327 -3.177 1.509 0.04 -0.06 -0.23 0.380
H 3.970 -2.936 2.607 -0.25 -0.04 0.07 0.229
O 1.332 -4.329 2.197 -0.41 -1.05 0.02 -0.761
C 1.339 -3.145 2.138 0.84 0.41 -0.05 0.658
N 1.584 -1.991 2.068 0.03 -0.81 0.01 0.234
C 2.019 -0.072 4.469 -0.28 -0.05 -0.07 -1.815
C 0.740 -0.367 3.662 0.18 0.17 0.21 2.610
C -0.154 0.874 3.705 0.21 -0.29 0.00 -1.426
C 0.027 -1.546 4.342 0.20 0.22 -0.19 -2.108
C 1.087 -0.666 2.183 -0.33 0.96 0.19 -0.167
H 1.793 0.060 5.529 0.03 0.02 0.18 0.458
H 2.499 0.838 4.110 0.06 0.08 -0.04 0.268
H 2.724 -0.899 4.370 0.10 -0.09 0.01 0.275
H -0.371 1.165 4.734 -0.03 0.08 0.09 0.532
H -1.092 0.681 3.188 -0.12 0.12 -0.02 0.118
H 0.343 1.702 3.203 -0.06 0.14 -0.06 -0.114
H -0.492 -1.213 5.241 -0.03 0.04 0.10 0.439
H 0.744 -2.314 4.630 0.00 -0.12 0.02 0.389
H -0.697 -1.999 3.672 -0.16 -0.14 -0.05 0.346
H 1.950 -0.023 1.943 -0.23 0.15 -0.07 -0.670

=====

(3)
101
Properties=species:S:1:pos:R:3:forces:R:3:mulliken_charge:R:1 method="wB97M-V/def2-TZVPD" multiplicity=5 orbital_gap_ev="6.0131 / 3.2752" charge=+3 e_lumo_ev="-8.6 / -11.5"
Co 1.582 0.502 -1.835 1.22 0.95 0.55 -1.596
C 2.119 -5.726 1.423 -0.14 0.04 0.46 -1.475
C 2.131 -4.301 0.917 0.89 0.98 1.09 -0.337
C 2.715 -3.293 1.719 -1.11 -0.45 -0.72 -0.497
C 2.929 -1.983 1.250 -0.21 0.48 -0.43 0.589
C 3.495 -0.977 2.080 0.30 -1.12 0.52 -0.351
N 3.567 -1.149 3.395 -0.52 1.17 -1.25 -0.093
C 3.953 -0.106 4.348 1.50 -0.85 1.25 -0.930
C 3.371 1.259 4.108 0.27 0.70 -0.07 -0.580
C 1.911 1.194 3.651 -0.46 0.46 1.69 -0.903
N 1.630 1.803 2.393 -1.21 2.45 -0.41 0.563
C 0.847 2.898 2.292 0.37 -1.56 -1.20 -0.483
C 0.259 3.388 1.089 0.41 -0.07 1.12 0.419
C -0.704 4.424 1.260 -0.65 -0.17 -1.29 -1.008
C -1.506 4.759 0.180 -0.15 0.47 1.00 0.318
C -2.691 5.675 0.347 -0.41 0.20 0.97 -1.589
C -1.261 4.203 -1.095 -0.82 0.85 -0.43 -0.278
C -0.326 3.236 -1.317 0.94 -0.19 1.29 0.323
C -0.162 2.686 -2.637 1.01 -2.56 -1.29 -1.135
N 0.253 1.448 -2.910 -2.79 3.35 -1.61 1.211
C -0.145 1.066 -4.356 -0.51 -0.49 0.70 -0.941
C -0.073 -0.478 -4.572 0.76 0.98 -0.34 -0.688
C 1.290 -1.148 -4.254 -2.33 -1.08 0.80 -0.794
N 1.516 -1.159 -2.781 0.57 -2.87 -0.82 0.696
C 1.443 -2.344 -2.204 -0.74 2.28 -1.28 -0.076
C 1.924 -2.649 -0.899 -0.21 0.83 1.18 -0.041
C 1.708 -3.914 -0.367 -0.14 -0.60 -0.46 -0.368
C 2.537 -1.604 -0.094 0.58 -0.07 -0.18 -0.116
O 2.735 -0.416 -0.516 -0.18 -0.89 1.22 0.350
C 0.445 2.767 -0.182 0.95 -1.04 -1.28 0.564
O 1.316 1.810 -0.362 -1.02 1.18 1.40 0.244
H 3.118 -5.938 1.900 -1.13 -0.08 -0.63 0.386
H 1.927 -6.371 0.552 0.21 -0.16 0.59 0.398
H 1.318 -5.894 2.197 0.75 0.09 -0.78 0.296
H 2.946 -3.473 2.769 0.25 -0.57 -0.36 0.636
H 3.956 -0.100 1.605 -0.27 -0.22 0.32 0.468
H 2.930 -1.831 3.772 0.29 -0.41 0.07 0.303
H 5.073 -0.059 4.409 -0.99 -0.02 -0.05 0.340
H 3.612 -0.481 5.331 0.24 0.13 -0.44 0.434
H 3.957 1.782 3.342 -0.09 0.06 0.21 0.304
H 3.505 1.808 5.072 -0.22 -0.17 -0.88 0.400
H 1.243 1.691 4.391 0.48 -0.47 -0.37 0.656
H 1.604 0.157 3.585 -0.29 -0.18 0.08 0.390
H 1.989 1.413 1.535 -0.13 -0.11 -0.63 -0.348
H 0.517 3.372 3.217 0.27 -0.20 -0.01 0.470
H -0.864 4.896 2.234 0.09 -0.20 -0.33 0.461
H -2.718 6.180 1.356 0.22 -0.39 -1.17 0.375
H -3.626 5.092 0.296 0.26 0.12 -0.06 0.273
H -2.743 6.409 -0.454 0.03 0.19 0.12 0.391
H -1.887 4.582 -1.942 0.62 -0.39 0.73 0.497
H -0.406 3.362 -3.481 -0.42 -0.54 0.44 0.431
H 0.475 1.624 -5.072 -0.08 -0.21 0.23 0.395
H -1.235 1.362 -4.487 1.42 -0.21 0.04 0.409
H -0.271 -0.691 -5.639 -0.15 0.21 0.49 0.436
H -0.853 -0.943 -3.968 0.02 -0.14 -0.07 0.161
H 2.111 -0.659 -4.760 0.27 0.00 0.02 0.388
H 1.152 -2.219 -4.558 0.57 0.94 -0.15 0.415
H 0.822 -3.066 -2.723 0.57 -0.74 -0.25 0.334
H 1.193 -4.630 -1.051 0.51 0.36 0.77 0.466
C 4.700 2.955 -0.539 -0.45 1.38 -0.40 -0.672
N 4.973 1.640 -1.023 0.95 -2.32 0.68 0.292
C 5.790 0.670 -0.317 -0.85 0.80 -1.72 -0.378
C 5.794 -0.469 -1.072 -0.61 0.45 0.70 -0.740
N 4.951 -0.216 -2.143 0.02 0.82 -0.33 0.149
C 4.445 1.068 -2.120 1.44 -1.21 0.99 0.028
S 3.358 1.731 -3.194 -0.77 0.11 -0.52 -0.351
H 4.412 2.935 0.514 -0.05 -0.06 -0.10 0.153
H 3.886 3.412 -1.154 0.63 -0.49 0.58 0.219
H 5.587 3.586 -0.649 -0.10 -0.06 0.06 0.372
H 6.336 1.014 0.539 0.16 -0.26 0.17 0.648
H 6.206 -1.466 -0.846 -0.09 0.86 -0.41 0.410
H 4.740 -0.812 -2.932 0.17 -0.07 0.25 0.274
C -6.025 1.343 1.042 -0.21 0.20 -0.69 -1.190
C -4.910 1.089 2.018 0.78 0.42 1.18 -0.297
C -3.488 1.000 1.416 0.24 1.40 0.03 -0.749
N -3.175 -0.160 0.589 1.20 -2.26 0.41 0.271
C -2.421 -1.220 1.002 -1.23 2.61 -2.88 0.291
S -1.795 -1.341 2.562 0.10 -0.24 0.26 0.037
N -2.018 -2.093 0.005 -0.25 -0.46 1.05 0.375
C -2.792 -2.849 -0.970 0.60 0.00 -1.74 0.351
O -2.138 -3.400 -1.840 -0.33 0.68 1.42 -0.539
C -4.262 -2.858 -0.959 -0.65 0.45 0.57 0.250
C -5.046 -2.659 0.209 0.19 -0.51 -0.52 0.108
C -6.392 -2.965 0.199 -0.74 0.41 0.97 -0.754
C -7.027 -3.309 -0.993 -0.19 -0.91 0.07 -0.350
C -6.285 -3.482 -2.147 0.73 0.64 -0.77 -0.585
C -4.899 -3.202 -2.159 -0.88 -0.66 0.35 -0.465
H -6.978 1.485 1.564 0.23 -0.19 -0.15 0.378
H -6.139 0.557 0.284 -0.06 -0.01 0.27 0.289
H -5.825 2.268 0.497 -0.08 0.08 -0.04 0.298
H -5.091 0.178 2.605 0.00 0.19 -0.02 0.262
H -4.888 1.959 2.749 0.11 -1.08 -0.71 0.356
H -2.694 1.022 2.202 -0.63 -0.03 -0.25 0.341
H -3.272 1.919 0.784 -0.30 -1.05 0.54 0.145
H -3.429 -0.194 -0.407 0.02 0.15 0.66 0.367
H -1.049 -2.401 0.039 -0.16 -0.15 0.13 -0.150
H -4.626 -2.321 1.141 0.25 -0.25 0.19 0.360
H -6.967 -2.946 1.161 0.57 0.17 -1.12 0.367
H -8.088 -3.581 -1.021 0.41 0.28 0.18 0.419
H -6.792 -3.804 -3.066 0.37 0.21 0.42 0.399
H -4.319 -3.330 -3.066 -0.04 -0.07 0.14 0.450

=====

Sequential calculated total energy output: -7946.70995 -3372.95686 -4356.95699 Ha